{
  "formula": "C2H6N2O2",
  "method": "ωB97M-V/def2-TZVPD",
  "elements": ["C", "O", "N", "C", "N", "O", "H", "H", "H", "H", "H", "H"],
  "positions_angstrom": [[1.3808, 1.0486, 1.7819], [1.3197, 0.0588, 0.7638], [0.1568, 0.2716, 0.0217], [-0.1234, -0.7015, -0.7407], [-1.1171, -0.3809, -1.6644], [-2.1298, -1.4208, -1.6376], [2.3900, 1.0416, 2.2535], [1.1728, 2.1077, 1.3706], [0.5953, 0.7297, 2.6311], [0.3044, -1.6853, -0.8203], [-1.5218, 0.5293, -1.3284], [-2.4277, -1.5989, -2.6312]],
  "atomic_forces_ev_per_a": [[-1.4, 0.5, 1.6], [0.2, 0.3, 0.0], [0.7, -0.3, 0.5], [-0.6, 0.7, -0.3], [-1.0, 0.1, -0.2], [-0.7, 0.0, -2.6], [-0.7, -0.2, -0.6], [0.1, -1.8, 0.7], [1.6, 1.1, -1.8], [0.4, -0.1, 0.2], [0.1, -1.2, -0.6], [1.3, 0.9, 3.0]],
  "multiplicity": 1,
  "largest_force_ev_per_a": 3.42,
  "e_above_lowest_kcal_mol": 117.90,
  "homo_lumo_gap_ev": 9.7,
  "molar_mass_g_mol": 90.082,
  "smiles": "CO/N=C/NO",
  "homo_energy_ev": -8.855,
  "total_charge": 0
}